Record 1
A structure of composition C14H12AuN6O8. Source: the OMol25 dataset; level of theory: the ωB97M-V functional and the def2-TZVPD basis.

Structure (XYZ):
```
41
Properties=species:S:1:pos:R:3:forces:R:3
Au 1.109166 -1.035662 -0.112910 -0.181 -0.226 -0.506
O -1.509165 -3.289273 -0.265856 -0.020 -0.092 -0.043
C -1.287517 -2.210578 0.226134 0.119 -0.076 -0.117
O -0.141116 -2.025177 0.946189 -0.274 -0.139 0.391
C -2.183944 -1.039236 0.128624 -0.079 -0.021 0.140
C -3.545465 -1.224616 0.288549 -0.009 -0.058 -0.008
C -4.379105 -0.125788 0.276576 0.025 0.027 0.015
C -3.887417 1.151574 0.099465 -0.048 0.044 0.001
C -2.532239 1.332138 -0.069841 0.002 0.023 -0.204
C -1.633455 0.242064 -0.107596 0.219 0.039 -0.024
O -0.386155 0.420579 -0.443418 -0.126 0.323 -0.083
N -2.061815 2.716237 -0.243273 -0.118 0.100 0.902
O -0.887068 2.955976 -0.030730 0.154 -0.051 -0.249
O -2.902276 3.562112 -0.451529 -0.006 0.003 -0.369
N -5.823992 -0.315550 0.462812 -0.024 -0.021 -0.051
O -6.528039 0.666958 0.385169 -0.010 0.056 0.027
O -6.210304 -1.445389 0.672942 0.005 -0.045 0.018
H -3.955854 -2.214429 0.434739 0.012 0.002 -0.003
H -4.551298 2.003980 0.091564 -0.006 -0.028 -0.017
N 2.839446 2.336392 1.747702 -0.015 0.058 0.006
C 2.449578 1.887993 2.986653 -0.010 0.007 0.019
C 1.880594 0.664506 2.793358 -0.077 0.058 -0.128
N 1.922751 0.375775 1.457186 0.194 -0.028 0.227
C 2.497320 1.395431 0.851049 0.008 -0.036 -0.037
C 2.687084 1.298432 -0.583175 0.020 -0.024 0.039
N 2.332945 0.170166 -1.187265 -0.054 0.093 -0.086
C 2.563717 0.316200 -2.535531 -0.014 -0.028 0.115
C 3.092896 1.548361 -2.734565 0.001 0.014 -0.020
N 3.163070 2.151053 -1.495438 0.035 0.042 -0.056
H 3.272000 3.226841 1.562562 -0.009 -0.005 0.018
H 2.612459 2.462329 3.880873 -0.002 0.024 -0.014
H 1.442462 -0.006653 3.510327 0.018 -0.007 0.009
H 2.337372 -0.460851 -3.243318 -0.002 -0.004 -0.004
H 3.418296 2.041356 -3.632520 0.011 0.019 0.014
H 3.482579 3.091931 -1.328927 0.005 -0.015 0.007
C 2.228997 -3.911243 -0.606698 0.036 -0.100 0.033
O 1.290062 -2.953416 -1.161952 0.336 -0.010 -0.064
H 2.170054 -4.833678 -1.179495 -0.015 0.014 -0.027
H 1.999063 -4.102633 0.439792 -0.022 0.016 0.000
H 3.219053 -3.477680 -0.708780 -0.003 0.008 -0.009
H 0.395266 -3.346540 -1.119429 -0.074 0.044 0.141
```
Forces are in eV/Å.

## Properties
LUMO	-5.72	eV
net charge	+1
energy relative to the best compared isomer or geometry (same formula, charge and spin)	30.1	kcal per mole
HOMO-LUMO gap	6.01	eV
HOMO energy	-11.72	eV

Atomic partial charges in e from the natural (NBO) method, atoms 1 to 6: Au 1.59; O -0.56; C 0.76; O -0.69; C -0.28; C -0.08

***

Record 2
A structure of composition C14H12Br6N2O4. Source: the OMol25 dataset; level of theory: the ωB97M-V functional and the def2-TZVPD basis.

Structure (XYZ):
```
38
Properties=species:S:1:pos:R:3:forces:R:3
C -0.827941 -0.060528 -0.609050 -0.891 -0.406 0.835
Br -0.428061 -0.190518 1.345380 0.197 0.297 -1.083
Br -1.710171 1.662132 -0.960630 0.290 -0.591 -0.017
Br -2.037751 -1.530478 -1.017180 0.093 0.723 -0.112
H 0.063219 -0.149528 -1.230350 -0.095 -0.002 0.303
C -5.159481 -0.793638 -2.933740 -0.857 -0.523 -1.028
Br -6.979261 0.007882 -2.529450 1.789 -0.783 -0.207
Br -4.630871 -0.325888 -4.809980 -0.370 -0.378 1.354
Br -5.156511 -2.806538 -2.686970 -0.027 1.783 -0.130
H -4.374241 -0.382448 -2.299370 -0.506 -0.081 0.041
C 1.606329 3.214742 0.969900 1.405 -0.395 1.574
C 0.549179 3.864092 0.367090 0.524 -0.931 -0.123
C -0.051691 4.978622 1.008990 -1.624 0.773 -0.220
C 0.360099 5.450002 2.215750 0.290 0.184 -0.717
C 1.415459 4.748782 2.823740 -0.543 1.746 1.063
C 1.987539 3.634792 2.237610 0.496 -1.274 -1.479
N -0.156551 6.746112 2.726540 -1.881 3.072 0.616
O -0.942201 7.473812 2.052640 2.127 -3.003 0.702
O 0.217649 7.094162 3.838700 0.259 -1.195 -1.001
H 2.142869 2.413632 0.483320 -0.159 -0.110 -0.053
H 0.225329 3.425242 -0.565080 -0.384 0.651 -0.206
H -0.906331 5.407632 0.507070 0.002 0.482 0.026
H 1.938069 5.025892 3.727340 -0.612 0.708 0.312
H 2.787549 3.243682 2.848690 0.156 -0.684 -0.505
C 1.885349 -5.167328 1.124020 0.922 -0.707 0.389
C 1.188859 -3.984268 1.152360 0.197 -0.505 -1.326
C 0.855999 -3.519688 -0.101130 -1.021 1.485 -1.031
C 1.265429 -4.094098 -1.295800 -0.064 0.381 0.230
C 2.034969 -5.245918 -1.283630 0.270 -0.051 -0.830
C 2.333289 -5.794038 -0.074850 -1.000 0.083 2.315
N 0.842289 -3.509388 -2.601960 -0.513 0.416 -1.293
O 0.497619 -2.299138 -2.679880 0.893 -2.502 0.508
O 0.840979 -4.289298 -3.564870 0.037 1.543 1.648
H 2.113819 -5.586028 2.092980 0.220 -0.485 -0.074
H 0.867849 -3.458518 2.039450 0.004 -0.222 0.071
H 0.165629 -2.692138 -0.171480 0.239 0.182 -0.095
H 2.430099 -5.724248 -2.167640 -0.339 0.166 -0.265
H 2.745609 -6.787568 0.021480 0.475 0.152 -0.189
```
Forces are in eV/Å.

## Properties
LUMO (spin up / spin down)	-5.39 / -9.39	eV
net charge	+1
energy relative to the best compared isomer or geometry (same formula, charge and spin)	0.2	kcal per mole
HOMO-LUMO gap (spin up / spin down)	6.58 / 2.59	eV
HOMO energy (spin up / spin down)	-11.98 / -11.98	eV
spin multiplicity	2

Atomic partial charges in e from the natural (NBO) method, atoms 1 to 6: C -0.46; Br 0.05; Br 0.08; Br 0.15; H 0.24; C -0.42

***

Record 3
The molecule C14H12BrNO4. Source: the OMol25 dataset; level of theory: the ωB97M-V functional and the def2-TZVPD basis.

Structure (XYZ):
```
32
Properties=species:S:1:pos:R:3:forces:R:3
O -3.400524 -3.271188 0.402917 -0.094 -0.009 0.047
C -3.231320 -2.118249 0.115614 -0.326 -0.040 0.169
C -4.196195 -0.992434 0.486679 0.208 -0.032 0.216
N -3.730219 0.308588 0.089747 -0.270 0.049 -0.102
C -2.714313 0.895553 0.781271 -0.441 0.006 -0.332
O -2.317863 0.482011 1.854672 0.133 0.007 0.112
C -2.152100 2.087943 0.137207 0.984 0.531 0.673
C -1.151330 2.922457 0.565543 -0.663 -0.663 -0.104
C -0.982467 3.888424 -0.448476 -0.339 -0.030 -0.473
C -1.886033 3.573185 -1.418677 0.590 0.569 0.143
O -2.596228 2.489351 -1.079859 -0.365 -0.367 -0.054
O -2.182307 -1.643468 -0.553077 0.233 0.252 -0.174
C -1.107123 -2.536519 -0.839591 0.199 -0.576 0.039
C 0.202982 -1.852160 -0.561173 -0.105 0.100 -0.092
C 1.286797 -2.044246 -1.408959 -0.181 0.006 0.134
C 2.495907 -1.420916 -1.159789 0.157 0.075 0.074
C 2.609753 -0.591034 -0.057889 0.170 0.061 -0.021
Br 4.264474 0.289361 0.278293 -0.150 -0.075 -0.026
C 1.542812 -0.386262 0.799008 0.111 0.009 0.000
C 0.342412 -1.024711 0.547430 -0.013 -0.101 -0.091
H -4.283345 -1.007088 1.578658 -0.065 -0.104 -0.217
H -5.176541 -1.198507 0.053960 0.115 -0.021 0.044
H -3.876915 0.597220 -0.864896 0.045 0.032 0.088
H -0.620014 2.842118 1.490750 0.077 -0.092 0.218
H -0.287158 4.702061 -0.456276 0.116 0.187 -0.073
H -2.110118 4.029813 -2.362883 -0.102 -0.025 -0.131
H -1.224171 -3.433864 -0.216987 0.009 0.183 -0.190
H -1.175969 -2.832212 -1.891970 0.002 0.022 0.163
H 1.189718 -2.687207 -2.271304 -0.026 -0.053 -0.122
H 3.337751 -1.572069 -1.817808 0.059 0.007 -0.035
H 1.644907 0.261035 1.655853 0.029 0.056 0.067
H -0.489951 -0.860804 1.214463 -0.098 0.036 0.052
```
Forces are in eV/Å.

## Properties
LUMO	0.59	eV
net charge	0
structure (SMILES)	O=C(CNC(=O)c1ccco1)OCc1ccc(Br)cc1
energy relative to the best compared isomer or geometry (same formula, charge and spin)	0.0	kcal per mole
HOMO-LUMO gap	9.59	eV
HOMO energy	-9.01	eV

Atomic partial charges in e from the natural (NBO) method, atoms 1 to 6: O -0.59; C 0.79; C -0.33; N -0.60; C 0.65; O -0.62

***

Record 4
A cluster of 2 separate species, C14H12F20NO5S in total. Source: the OMol25 dataset; level of theory: the ωB97M-V functional and the def2-TZVPD basis.

Structure (XYZ):
```
53
Properties=species:S:1:pos:R:3:forces:R:3
O 0.688802 2.296624 1.944708 -1.526 -0.054 -0.559
C -0.388333 2.421642 1.419164 1.671 0.117 1.006
O -1.405213 1.503813 1.600568 0.455 0.004 -0.322
C -1.585188 0.697802 0.435627 -0.082 0.623 0.380
C -2.117686 -0.653359 0.859387 -0.339 0.474 -0.381
N -1.117858 -1.774837 0.935419 -0.082 -0.230 0.021
F -1.879144 -2.935468 0.935239 0.022 0.036 0.006
C -0.187158 -1.890816 -0.218029 0.138 0.418 -0.680
C -0.902742 -1.813938 -1.556137 0.136 0.081 0.343
C 0.164158 -1.886076 -2.633082 -0.189 -0.536 0.167
F 0.718820 -3.116457 -2.555802 0.197 -0.311 -0.035
F 1.142383 -1.006497 -2.367334 0.230 0.248 0.025
C -0.395004 -1.755033 -4.075370 -0.092 -0.405 -0.048
F 0.381792 -2.424322 -4.923468 -0.095 0.058 0.030
F -1.588807 -2.399265 -4.041906 -0.171 -0.012 -0.043
C -0.724361 -0.328665 -4.577896 -0.207 -0.124 0.155
F -1.601616 0.167312 -3.654679 -0.046 0.112 0.076
F -1.382135 -0.440031 -5.730614 0.161 -0.002 0.059
C 0.365264 0.771995 -4.691339 0.079 1.015 -0.512
F -0.275077 1.813192 -5.254730 0.198 -0.278 0.136
F 0.751185 1.163551 -3.467127 -0.102 -0.193 -0.238
S 1.909219 0.369795 -5.733943 0.145 0.639 -0.115
F 1.042888 -0.603449 -6.607163 -0.234 -0.306 -0.294
F 2.227155 -0.787448 -4.713495 0.170 -0.313 0.367
F 2.774589 1.359854 -4.871175 0.106 0.135 0.170
F 1.624925 1.529578 -6.747082 -0.163 0.118 -0.105
F 3.172569 -0.038363 -6.550998 0.194 -0.011 -0.074
C -0.404806 -1.784502 2.289463 -0.128 -0.440 1.178
F -1.331206 -2.139914 3.173317 0.101 0.124 -0.249
F 0.006945 -0.560948 2.549854 0.064 -0.135 -0.446
C 0.793466 -2.785221 2.397719 0.292 0.222 0.618
F 0.464366 -3.979554 1.918213 0.192 0.295 0.088
F 1.842243 -2.279375 1.739288 -0.322 -0.398 0.224
F 1.077566 -2.871564 3.701493 -0.051 -0.043 -0.896
H -0.615563 3.288225 0.791437 -0.345 -0.047 -0.149
H -2.339394 1.160324 -0.191656 -0.243 0.026 -0.228
H -0.665173 0.670952 -0.139923 0.154 -0.254 -0.138
H -2.630144 -0.548900 1.803716 0.125 -0.202 0.470
H -2.862516 -0.978329 0.152217 -0.056 -0.400 -0.321
H 0.324985 -2.838244 -0.178187 0.047 -0.322 0.453
H 0.550511 -1.107573 -0.102568 0.118 0.246 0.137
H -1.481803 -0.911037 -1.682246 -0.164 0.134 -0.051
H -1.523749 -2.691207 -1.653055 -0.393 -0.090 -0.215
C 0.947659 2.258864 5.422097 -0.017 -0.270 -0.071
C 1.606669 3.244297 6.359307 0.003 0.268 -0.173
O 0.582122 4.203444 6.553658 0.002 -0.306 0.201
C -0.615933 3.571708 6.388730 0.168 0.051 -0.136
O -1.662373 4.007793 6.707654 -0.269 0.124 0.027
O -0.429234 2.360385 5.797582 0.165 -0.029 -0.021
F 2.680927 3.843158 5.791406 -0.097 0.001 0.033
H 1.062834 2.557625 4.380517 0.131 0.122 0.028
H 1.308036 1.240612 5.547024 -0.158 -0.033 0.109
H 1.900138 2.827845 7.324201 0.111 0.055 -0.008
```
Forces are in eV/Å.

## Properties
LUMO	-3.78	eV
net charge	+1
energy relative to the best compared isomer or geometry (same formula, charge and spin)	0.0	kcal per mole
HOMO-LUMO gap	9.50	eV
HOMO energy	-13.27	eV

Atomic partial charges in e from the natural (NBO) method, atoms 1 to 6: O -0.50; C 0.64; O -0.54; C -0.11; C -0.28; N 0.17